(1)
DFT (ωB97M-V/def2-TZVPD) results for a molecular structure, C25H26N4PtSSe2 at a distorted geometry.

As for the net charge: +2. The LUMO energy is -6.83 eV. Its relative energy (zero: lowest compared OMol25 entry of this formula, charge and spin) is 0.00 kcal per mole. The calculation puts the gap between HOMO and LUMO at 6.34 eV. The HOMO energy is -0.4839 hartree.

Last column: natural (NBO) charge in e.
Element x y z (Å)
1 C -1.91 2.19 -1.51  0.314
2 H -3.08 3.83 -1.29  0.434
3 H 2.07 5.04 3.64  0.238
4 C -3.75 -4.40 1.88  -0.197
5 C 0.54 1.69 0.86  0.257
6 C -1.09 3.84 3.47  -0.201
7 C 3.29 -0.54 2.17  -0.104
8 C 0.34 2.71 1.90  -0.078
9 N -1.19 2.47 -0.46  -0.377
10 S -1.69 0.78 -2.56  -0.048
11 C -1.55 -2.92 2.73  -0.193
12 H 3.78 0.93 -4.06  0.261
13 C -0.02 4.61 3.89  -0.153
14 H -3.80 -5.17 3.88  0.233
15 H -0.17 0.91 -4.80  0.266
16 H 2.13 1.08 3.00  0.268
17 C 1.42 3.48 2.33  -0.198
18 C -0.92 2.90 2.47  -0.163
19 C 3.50 -1.32 1.04  -0.207
20 C -0.78 -1.19 -0.28  -0.343
21 H -4.61 -4.97 1.56  0.232
22 H -1.33 -3.20 -2.35  0.273
23 H -2.07 3.98 3.92  0.238
24 H 1.41 0.97 -5.57  0.268
25 C 1.61 0.68 0.97  0.162
26 C -2.00 -2.81 1.41  -0.087
27 H -3.50 2.81 -2.63  0.423
28 Se 1.54 1.49 -3.13  0.536
29 H 3.86 -0.71 3.07  0.257
30 C 3.31 0.69 -3.11  -0.791
31 H 3.87 1.16 -2.31  0.260
32 N -0.18 1.60 -0.20  -0.228
33 C -1.34 -1.92 0.50  -0.042
34 H 3.27 -0.39 -2.97  0.221
35 C -2.20 -3.77 3.61  -0.199
36 H -1.76 2.29 2.14  0.229
37 H 4.23 -2.12 1.04  0.259
38 C -3.11 -3.55 0.99  -0.193
39 Se 0.63 -1.82 -2.95  0.602
40 H -3.47 -3.45 -0.02  0.215
41 H -1.84 -3.85 4.63  0.230
42 C 0.86 0.57 -4.72  -0.584
43 H 0.20 -1.37 -5.37  0.266
44 H -0.16 5.36 4.66  0.239
45 C 2.73 -1.08 -0.08  0.072
46 N 1.83 -0.10 -0.12  -0.476
47 C 2.34 0.47 2.13  -0.190
48 C -3.29 -4.51 3.19  -0.174
49 C 0.95 -0.95 -4.70  -0.579
50 H 2.83 -1.69 -0.96  0.219
51 H -0.96 -3.35 -4.10  0.256
52 H -1.85 -1.91 -3.48  0.247
53 C -1.09 -2.66 -3.27  -0.758
54 H 1.93 -1.31 -5.01  0.253
55 C 1.24 4.44 3.32  -0.203
56 H 2.40 3.35 1.88  0.217
57 N -2.90 3.01 -1.85  -0.748
58 Pt 0.19 0.06 -1.46  0.856
59 H -0.70 -2.34 3.05  0.212

(2)
DFT (ωB97M-V/def2-TZVPD) results for a molecular structure, C14H21BrLuSi at a distorted geometry.

As for the net charge: -1. The LUMO energy is 2.98 eV. Its relative energy (zero: lowest compared OMol25 entry of this formula, charge and spin) is 132.79 kcal per mole. The calculation puts the gap between HOMO and LUMO at 5.17 eV. The HOMO energy is -0.0804 hartree.

Last column: Löwdin charge in e.
Element x y z (Å)
1 C 2.04 -0.70 -1.62  -0.275
2 H 1.34 3.13 2.63  0.020
3 C -0.72 -0.04 1.14  -0.408
4 H 2.63 -1.50 -1.21  0.067
5 H -0.99 -1.52 -4.08  0.104
6 C -1.51 -2.41 -2.13  -0.266
7 C 1.68 0.48 -0.95  -0.248
8 C 1.41 -0.70 -2.87  -0.225
9 C -0.44 0.95 4.02  -0.229
10 H -0.66 -0.07 4.39  0.030
11 H 2.58 0.43 3.50  0.020
12 H 2.64 -0.25 1.83  0.011
13 C -2.13 -0.27 -2.63  -0.227
14 Br 0.52 -2.51 0.28  0.141
15 H -3.16 0.10 -0.71  0.099
16 H 1.73 -1.11 3.12  0.028
17 H 0.41 2.19 -1.57  0.106
18 H 0.21 1.47 4.75  0.020
19 C 0.70 0.52 -3.00  -0.243
20 H -1.39 1.51 3.91  0.025
21 H -1.49 -0.11 1.93  -0.051
22 C 0.86 1.25 -1.81  -0.213
23 H 1.94 0.73 0.06  0.056
24 C -2.63 -0.57 -1.36  -0.219
25 Lu -0.29 -0.66 -1.30  1.043
26 H -1.05 -3.38 -2.16  0.090
27 H -2.25 0.67 -3.15  0.103
28 H -0.23 3.15 1.75  0.029
29 C 2.00 -0.11 2.72  -0.220
30 H 1.46 -1.49 -3.60  0.107
31 H -2.38 -2.36 -0.08  0.086
32 C 0.74 2.62 1.84  -0.210
33 H 1.28 2.69 0.88  0.009
34 H -1.73 -0.49 1.11  -0.042
35 Si 0.43 0.85 2.36  0.312
36 C -1.46 -1.42 -3.12  -0.241
37 C -2.22 -1.88 -1.02  -0.291
38 H 0.13 0.83 -3.85  0.103

(3)
DFT (ωB97M-V/def2-TZVPD) results for a molecular structure, C42H40BF9N10OPd.

Its expectation value of S² is 6.079. As for the net charge: +2. The LUMO energy (spin up / spin down) is -5.71 / -8.67 eV. Its relative energy (zero: lowest compared OMol25 entry of this formula, charge and spin) is 3.13 kcal per mole. The calculation puts the gap between HOMO and LUMO (spin up / spin down) at 7.34 / 5.55 eV. The HOMO energy (spin up / spin down) is -0.4797 / -0.5227 hartree. Its multiplicity is 5.

Last column: Löwdin spin population.
Element x y z (Å)
1 C -3.65 1.73 -3.61  0.000
2 F 5.27 -2.80 -6.06  0.005
3 H -3.52 1.40 -4.64  0.000
4 C 1.41 3.36 2.00  0.197
5 N 1.43 -6.53 -6.72  0.208
6 C 1.10 3.81 3.27  -0.003
7 N -1.90 1.37 -0.28  0.000
8 C -0.91 3.36 4.81  0.039
9 N -0.52 2.47 2.47  0.164
10 C 3.51 -2.51 3.47  0.221
11 C -1.21 2.04 -3.37  0.002
12 H 3.72 2.13 2.46  0.000
13 C 4.16 -2.70 -5.37  0.046
14 H -4.57 1.28 -3.23  0.000
15 C -2.79 -1.67 3.26  0.000
16 F 4.38 -2.80 4.38  0.084
17 C -2.15 -2.86 -0.36  0.001
18 C 1.90 -2.38 -3.84  0.053
19 C -4.21 3.67 1.37  0.000
20 O 0.76 -1.62 0.61  0.266
21 H 1.79 4.63 -0.50  0.000
22 H -4.95 4.23 0.81  0.000
23 N -1.82 -0.64 1.56  0.001
24 H 4.39 2.33 0.84  0.005
25 C 1.74 -1.07 2.72  0.108
26 H -3.78 2.81 -3.63  0.000
27 N -2.00 0.27 2.57  0.003
28 C -0.11 3.24 3.59  0.208
29 C -1.43 -4.14 1.68  0.000
30 F 0.94 -0.04 2.90  0.033
31 H -3.57 4.38 1.89  0.000
32 F 0.90 -4.16 -4.91  0.002
33 H -2.67 2.36 3.01  0.002
34 H -2.14 -0.48 -3.95  0.000
35 F 5.14 -0.89 -4.29  0.018
36 H 2.82 5.66 1.62  0.000
37 C -2.42 1.31 -2.79  0.000
38 C 3.43 4.76 1.66  0.002
39 H -3.74 1.16 4.64  0.000
40 C -3.43 2.81 0.43  0.000
41 H -1.12 1.81 -4.44  0.000
42 N 0.83 0.31 -1.33  0.153
43 H -3.19 -0.70 -2.55  0.000
44 F 4.22 -4.33 2.18  -0.013
45 H -1.56 -5.08 1.13  0.000
46 C -2.28 -0.20 -2.90  0.000
47 H 2.92 1.37 1.07  0.001
48 N -2.42 2.01 0.82  0.000
49 H -0.38 3.94 5.56  0.000
50 H -1.62 -4.34 2.74  0.000
51 C -2.41 -3.09 1.13  0.000
52 C 1.60 -1.85 1.51  0.126
53 C -2.61 -0.35 3.60  0.001
54 H -0.40 -3.82 1.56  0.000
55 C -3.58 2.67 -0.93  0.000
56 N 0.36 2.55 1.53  0.285
57 H -3.97 -4.51 0.68  0.000
58 F 2.79 -0.69 4.77  -0.008
59 C 3.47 2.26 1.41  0.027
60 C -3.07 0.33 4.85  0.001
61 C -3.85 -3.61 1.28  0.000
62 C 4.10 -1.69 -4.42  0.076
63 C 3.41 -3.30 2.31  -0.001
64 H -3.27 -2.42 3.86  0.000
65 N 4.89 1.01 -1.92  0.184
66 H -2.23 0.70 5.44  0.000
67 H -4.08 -3.86 2.32  0.000
68 C 2.90 -0.43 -2.65  0.318
69 H -4.31 3.18 -1.53  0.000
70 N 5.03 -4.82 -8.32  0.215
71 F 0.80 -2.28 -3.11  0.009
72 C 1.96 -3.38 -4.78  0.036
73 C 3.17 -4.65 -6.58  0.351
74 C 2.20 -5.67 -6.65  0.035
75 H -1.13 -2.57 -0.58  0.000
76 C 3.09 -3.58 -5.58  0.087
77 C -2.30 -1.82 1.96  0.000
78 C 2.96 -1.49 -3.63  0.077
79 H 3.79 4.63 2.68  0.000
80 H 4.29 4.90 1.02  0.000
81 Pd -0.58 -0.08 0.12  0.020
82 C 4.21 -4.73 -7.52  0.035
83 H 1.64 2.88 -0.65  0.000
84 H 3.21 3.66 -0.89  0.001
85 H -1.44 -0.59 -2.34  0.000
86 C 2.29 3.68 -0.30  0.010
87 H -0.28 1.77 -2.88  0.001
88 H -2.34 -3.79 -0.89  0.000
89 C 2.66 -1.40 3.67  0.012
90 H -1.87 3.84 4.61  0.014
91 H -2.83 -2.11 -0.76  0.000
92 C 1.73 -0.08 -1.93  0.042
93 C 2.63 3.54 1.18  0.026
94 F 2.38 -3.68 0.26  0.038
95 H 1.69 4.45 3.91  -0.004
96 B -1.95 1.78 2.26  0.006
97 H -3.60 -0.39 5.47  0.000
98 H -1.33 3.13 -3.28  0.000
99 H -4.73 3.07 2.12  0.000
100 C -2.63 1.75 -1.35  0.001
101 C 2.49 -2.98 1.36  0.124
102 H -1.13 2.37 5.22  0.013
103 C 4.01 0.36 -2.29  0.032
104 H -4.57 -2.87 0.94  0.000

(4)
DFT (ωB97M-V/def2-TZVPD) results for a molecular structure, C23H35NO3RuSi at a distorted geometry.

Its expectation value of S² is 8.779. As for the net charge: -1. The LUMO energy (spin up / spin down) is 2.82 / 2.32 eV. Its relative energy (zero: lowest compared OMol25 entry of this formula, charge and spin) is 0.00 kcal per mole. The calculation puts the gap between HOMO and LUMO (spin up / spin down) at 4.82 / 7.90 eV. The HOMO energy (spin up / spin down) is -0.0738 / -0.2049 hartree. Its multiplicity is 6.

Last column: natural (NBO) charge in e.
Element x y z (Å)
1 N 2.65 1.03 -0.73  -0.636
2 C -1.49 -2.34 3.21  -0.601
3 O 2.30 0.43 1.77  -0.737
4 H -0.81 -2.85 3.86  0.202
5 C -0.82 2.04 0.17  -0.217
6 H 5.25 3.69 -1.94  0.193
7 H -1.76 1.41 -2.24  0.216
8 H -3.43 1.25 -1.77  0.204
9 H -1.90 -1.63 -0.19  0.215
10 H -0.91 -3.53 -3.70  0.224
11 C 3.76 2.22 -2.51  -0.336
12 C -2.03 1.39 -0.10  0.015
13 H -1.18 -4.35 1.17  0.189
14 C -2.93 1.23 0.95  -0.236
15 H -2.82 -1.18 1.24  0.202
16 H 0.54 4.32 1.87  0.207
17 C 3.49 1.66 0.18  -0.077
18 C 2.00 -2.60 -2.64  -1.170
19 H 2.76 -1.83 -2.50  0.240
20 H -0.84 -0.27 -4.26  0.228
21 H -0.14 2.23 -0.64  0.213
22 H -1.29 2.80 3.43  0.198
23 H -2.84 -2.83 0.74  0.184
24 H 2.34 0.69 -2.74  0.179
25 C -0.41 -3.59 1.28  -0.601
26 C 0.06 -1.13 1.76  -0.436
27 C -1.44 2.34 2.43  -0.221
28 H 1.32 3.33 0.68  0.226
29 C 2.90 1.29 -2.06  0.034
30 H -1.68 -1.33 3.56  0.211
31 C 0.77 3.29 1.62  -0.645
32 H 5.03 3.13 0.48  0.219
33 H 2.16 -3.05 -3.61  0.223
34 H 0.24 -1.40 -5.02  0.223
35 C -0.98 -2.23 1.73  -0.128
36 H -0.50 -4.01 -2.08  0.229
37 C -0.51 2.52 1.43  0.011
38 O 4.01 1.75 2.49  -0.660
39 H 1.38 2.83 2.41  0.249
40 H -4.46 0.93 3.21  0.211
41 H 3.90 2.36 -3.57  0.197
42 C -3.76 1.78 3.24  -0.626
43 C -0.86 -3.19 -2.68  -1.144
44 O 0.29 -0.95 -1.22  -1.189
45 H 0.07 -3.59 0.32  0.207
46 C -2.19 -1.93 0.80  -0.593
47 Ru 1.17 -0.23 0.35  1.383
48 Si 0.36 -1.78 -2.55  1.942
49 C 4.44 2.61 -0.24  -0.173
50 C -2.38 0.96 -1.51  -0.632
51 H 0.28 -4.01 1.98  0.197
52 H -3.32 1.73 4.23  0.213
53 C -2.68 1.78 2.18  -0.005
54 H 2.23 -3.36 -1.88  0.236
55 H -2.21 -0.12 -1.60  0.231
56 H -4.32 2.71 3.21  0.210
57 H 0.55 -1.02 2.72  0.167
58 H 0.87 0.02 -4.24  0.227
59 C 0.14 -0.77 -4.14  -1.134
60 C 3.32 1.31 1.56  0.711
61 H -2.49 -2.86 3.28  0.186
62 H -3.90 0.78 0.78  0.199
63 C 4.55 2.97 -1.55  -0.283
64 H -1.87 -2.90 -2.39  0.229